[1]
The following is a quantum chemistry calculation of a structure of composition C44H48N8O8S2, from the Open Molecules 2025 dataset.

The HOMO energy comes out at -0.3461 Eh. As for the spin multiplicity: 1. Its frontier orbital gap is 9.4 eV.

```
110
Properties=species:S:1:pos:R:3:lowdin_charge:R:1
N 6.447 -2.920 4.423 0.06
C 6.091 -1.664 4.051 -0.14
C 6.496 -1.107 2.843 -0.11
C 7.488 -1.659 2.138 -0.10
C 7.991 -2.914 2.530 -0.07
C 7.383 -3.538 3.625 -0.14
H 5.401 -1.044 4.604 0.10
H 6.062 -0.214 2.420 0.10
H 8.023 -1.205 1.318 0.11
H 8.847 -3.353 2.039 0.10
H 7.751 -4.525 3.863 0.09
N 1.221 2.438 9.373 0.05
C 2.312 3.076 8.941 -0.15
C 2.360 3.675 7.663 -0.07
C 1.172 3.753 6.954 -0.09
C -0.009 3.211 7.424 -0.08
C 0.074 2.616 8.648 -0.15
H 3.177 3.142 9.585 0.10
H 3.287 4.151 7.381 0.10
H 1.081 4.278 6.015 0.10
H -0.991 3.351 6.997 0.11
H -0.755 2.351 9.288 0.10
N -3.449 11.550 -0.028 0.03
C -3.456 10.225 0.136 -0.16
C -4.555 9.412 -0.231 -0.07
C -5.644 10.021 -0.855 -0.10
C -5.617 11.391 -1.128 -0.07
C -4.459 12.131 -0.775 -0.11
H -2.502 9.818 0.437 0.10
H -4.591 8.333 -0.233 0.09
H -6.534 9.450 -1.071 0.10
H -6.530 11.765 -1.567 0.09
H -4.320 13.201 -0.826 0.09
N -6.233 3.877 -5.239 0.06
C -7.139 4.123 -6.186 -0.19
C -6.844 4.248 -7.503 -0.08
C -5.474 4.246 -7.897 -0.06
C -4.520 4.054 -6.907 -0.11
C -4.896 3.889 -5.611 -0.13
H -8.158 4.112 -5.828 0.10
H -7.641 4.413 -8.213 0.10
H -5.265 4.588 -8.900 0.10
H -3.488 4.077 -7.226 0.10
H -4.162 3.510 -4.915 0.10
N -4.982 -4.680 6.430 0.05
C -5.680 -3.999 7.372 -0.15
C -6.858 -4.502 7.864 -0.10
C -7.346 -5.731 7.473 -0.09
C -6.671 -6.449 6.483 -0.08
C -5.470 -5.921 6.008 -0.12
H -5.283 -3.087 7.794 0.10
H -7.472 -3.989 8.589 0.10
H -8.147 -6.156 8.059 0.10
H -7.031 -7.430 6.210 0.10
H -4.826 -6.360 5.261 0.09
N 4.782 7.350 1.469 0.04
C 5.946 7.729 2.145 -0.12
C 7.213 7.474 1.635 -0.08
C 7.267 6.941 0.341 -0.09
C 6.129 6.450 -0.286 -0.08
C 4.903 6.611 0.349 -0.16
H 5.721 8.173 3.103 0.09
H 8.139 7.863 2.032 0.10
H 8.252 6.867 -0.098 0.10
H 6.173 5.867 -1.194 0.10
H 3.898 6.291 0.116 0.10
N 5.745 -2.433 -5.108 0.05
C 5.163 -1.301 -4.749 -0.16
C 3.802 -1.225 -4.583 -0.10
C 3.023 -2.341 -4.750 -0.05
C 3.692 -3.556 -5.211 -0.06
C 5.034 -3.521 -5.394 -0.18
H 5.852 -0.581 -4.334 0.10
H 3.349 -0.313 -4.224 0.10
H 1.971 -2.308 -4.507 0.10
H 3.210 -4.456 -5.564 0.10
H 5.571 -4.367 -5.796 0.10
N 4.446 -9.980 -2.761 0.05
C 5.014 -9.395 -1.669 -0.14
C 4.367 -9.148 -0.447 -0.09
C 3.021 -9.475 -0.356 -0.08
C 2.394 -10.114 -1.489 -0.05
C 3.145 -10.294 -2.670 -0.16
H 6.019 -9.015 -1.782 0.09
H 4.700 -8.759 0.503 0.10
H 2.530 -9.242 0.577 0.09
H 1.344 -10.347 -1.392 0.09
H 2.656 -10.640 -3.569 0.10
C -0.305 -2.265 1.620 -0.14
C -1.459 -2.575 0.681 -0.22
O -1.813 -1.359 0.046 -0.19
S -1.954 -0.285 1.295 0.71
O -3.248 -0.468 1.897 -0.24
O -1.607 1.082 0.970 -0.24
O -0.827 -1.066 2.277 -0.21
H 0.653 -1.986 1.181 0.13
H -0.173 -3.139 2.260 0.13
H -2.346 -2.965 1.180 0.14
H -1.025 -3.238 -0.068 0.14
C -4.788 -3.090 -5.985 -0.17
C -3.836 -2.947 -7.184 -0.19
O -3.706 -4.225 -7.778 -0.19
S -3.937 -5.413 -6.648 0.74
O -2.662 -6.008 -6.229 -0.26
O -4.960 -6.368 -7.067 -0.25
O -4.527 -4.395 -5.475 -0.20
H -5.812 -2.984 -6.343 0.13
H -4.667 -2.361 -5.184 0.14
H -2.856 -2.520 -6.973 0.13
H -4.280 -2.265 -7.909 0.13
```

[2]
The following is a quantum chemistry calculation of a structure of composition C44H49BrCl2KN11O3STe, from the Open Molecules 2025 dataset.

Its charge is -2. The HOMO energy comes out at -0.0699 Eh. As for the spin multiplicity: 1. Its frontier orbital gap is 5.8 eV.

```
113
Properties=species:S:1:pos:R:3:lowdin_charge:R:1
K -0.196 -0.858 -0.241 0.43
C -0.759 -1.501 6.010 -0.11
O -0.476 -1.598 4.643 -0.11
C 0.702 -2.203 4.287 -0.22
C 1.539 -2.839 5.169 -0.06
C 2.714 -3.461 4.700 -0.15
C 3.010 -3.393 3.361 -0.12
C 2.200 -2.713 2.431 -0.15
C 2.749 -2.606 1.080 -0.14
N 2.363 -1.854 0.119 -0.05
N 3.219 -1.874 -0.982 0.02
C 2.675 -1.336 -2.062 -0.53
O 1.513 -0.886 -2.225 -0.25
C 3.628 -1.253 -3.235 -0.16
C 4.845 -1.933 -3.261 -0.06
C 5.712 -1.785 -4.334 -0.11
C 5.376 -0.953 -5.396 -0.12
C 4.165 -0.276 -5.378 -0.09
C 3.293 -0.429 -4.308 -0.05
C 0.967 -2.115 2.863 -0.34
O 0.138 -1.538 2.109 -0.18
H -1.680 -0.926 6.091 0.08
H 0.043 -0.984 6.554 0.09
H -0.913 -2.487 6.467 0.09
H 1.297 -2.883 6.223 0.09
H 3.367 -3.980 5.391 0.07
H 3.924 -3.851 2.993 0.09
H 3.661 -3.197 0.915 0.11
H 5.092 -2.565 -2.418 0.10
H 6.656 -2.318 -4.343 0.09
H 6.058 -0.833 -6.230 0.09
H 3.897 0.380 -6.199 0.10
H 2.353 0.106 -4.265 0.06
N 5.164 1.316 -1.926 0.15
N 4.211 2.202 -1.438 -0.29
N 4.465 3.036 -0.457 0.10
C 3.283 3.613 -0.307 -0.24
N 2.369 3.161 -1.186 0.03
N 2.984 2.253 -1.896 0.07
H 5.162 0.513 -1.296 0.07
H 4.783 0.964 -2.804 0.07
H 3.079 4.346 0.453 0.09
Cl -2.027 5.259 0.870 0.46
C -1.323 3.617 0.901 -1.03
Cl -1.746 2.667 -0.512 0.52
H -1.715 3.095 1.765 -0.03
H -0.242 3.697 0.934 0.01
C 4.877 -0.195 2.708 -0.15
C 4.546 0.227 1.292 -0.22
N 3.231 0.835 1.213 0.08
C 2.538 1.346 2.288 -0.38
N 1.340 1.779 2.088 0.09
C 0.677 2.337 3.252 -0.25
C 0.990 1.536 4.504 -0.16
C 2.483 1.595 4.743 -0.17
N 3.212 1.406 3.496 -0.03
C 4.598 0.989 3.611 -0.17
H 5.927 -0.489 2.782 0.11
H 4.254 -1.037 3.012 0.10
H 4.567 -0.620 0.604 0.08
H 5.306 0.955 0.966 0.09
H 2.611 0.457 0.506 0.11
H -0.397 2.322 3.094 0.05
H 0.981 3.387 3.410 0.11
H 0.666 0.507 4.339 0.10
H 0.455 1.924 5.375 0.11
H 2.789 0.806 5.440 0.11
H 2.761 2.558 5.195 0.11
H 4.782 0.727 4.655 0.11
H 5.275 1.818 3.360 0.12
C -1.962 2.125 -4.288 -0.43
Te -0.313 1.154 -3.287 1.25
C -0.844 -0.385 -4.681 -0.40
C -1.325 0.354 -5.897 -0.29
C -1.224 -0.153 -7.186 -0.05
C -1.665 0.583 -8.280 -0.12
C -2.223 1.837 -8.087 -0.12
C -2.335 2.349 -6.798 -0.06
C -1.886 1.623 -5.703 -0.30
H -1.908 3.209 -4.205 0.05
H -2.881 1.775 -3.811 0.06
H -1.638 -0.967 -4.208 0.02
H 0.011 -1.030 -4.870 0.05
H -0.780 -1.132 -7.335 0.11
H -1.563 0.178 -9.281 0.09
H -2.562 2.422 -8.933 0.09
H -2.764 3.332 -6.641 0.10
N -2.177 0.793 2.581 -0.31
S -3.252 -0.206 1.989 0.96
C -4.746 0.777 2.004 -0.39
C -5.938 0.189 1.602 -0.07
C -7.094 0.952 1.571 -0.09
C -7.054 2.294 1.929 -0.10
C -5.853 2.876 2.313 -0.08
C -4.691 2.116 2.346 -0.08
C -3.735 -1.359 3.318 -0.35
C -3.288 -2.663 3.174 -0.07
C -3.479 -3.568 4.209 -0.08
C -4.115 -3.167 5.375 -0.11
C -4.555 -1.854 5.515 -0.10
C -4.357 -0.945 4.487 -0.08
H -1.294 0.360 2.289 -0.04
H -5.948 -0.851 1.301 0.12
H -8.027 0.505 1.250 0.10
H -7.957 2.891 1.893 0.09
H -5.815 3.926 2.574 0.10
H -3.737 2.532 2.636 0.08
H -2.770 -2.951 2.267 0.12
H -3.117 -4.584 4.111 0.10
H -4.261 -3.874 6.183 0.09
H -5.042 -1.541 6.431 0.09
H -4.676 0.086 4.590 0.11
Br -3.127 -1.406 -1.595 -0.49
```

[3]
The following is a quantum chemistry calculation of a cluster of 9 separate species, C44H49ClN6O6 in total, from the Open Molecules 2025 dataset.

The HOMO energy comes out at -0.2787 Eh. As for the spin multiplicity: 1. Its frontier orbital gap is 7.7 eV.

```
106
Properties=species:S:1:pos:R:3:lowdin_charge:R:1
C 1.574 -1.626 -0.636 -0.03
C 0.835 -0.563 0.405 -0.05
N -0.588 -1.156 0.511 -0.05
C -1.594 -0.568 -0.116 0.01
C -2.784 -0.976 0.637 -0.04
N -2.311 -1.711 1.619 -0.07
C -0.947 -1.751 1.561 -0.08
C -3.258 -2.275 2.732 0.08
H 1.602 -2.656 -0.253 0.04
H 2.599 -1.134 -0.634 0.08
H 1.174 -1.498 -1.657 0.07
H 1.035 0.329 0.039 0.05
H 1.452 -0.511 1.356 0.12
H -1.344 0.176 -1.004 0.16
H -3.750 -0.623 0.422 0.11
H -0.442 -2.357 2.427 0.15
H -2.791 -3.184 2.610 0.05
H -4.313 -2.243 2.375 0.11
H -3.222 -1.787 3.648 0.05
Cl -0.504 -2.883 5.160 -0.21
N -3.669 0.055 -3.300 0.08
C -3.456 -0.671 -4.413 -0.19
C -4.366 -1.497 -4.905 -0.09
C -5.653 -1.607 -4.294 -0.08
C -5.903 -0.925 -3.097 -0.07
C -4.844 -0.116 -2.523 -0.07
H -2.591 -0.610 -4.921 0.08
H -4.433 -1.913 -5.939 0.12
H -6.371 -2.367 -4.396 0.08
H -6.996 -1.101 -2.836 0.12
H -4.980 0.539 -1.737 0.05
N 1.917 1.359 -4.245 0.06
C 1.619 2.387 -5.144 -0.12
C 2.616 3.259 -5.580 -0.04
C 3.947 3.141 -5.047 -0.02
C 4.156 2.214 -4.018 -0.07
C 3.202 1.295 -3.699 -0.12
H 0.680 2.472 -5.421 0.05
H 2.359 4.006 -6.313 0.10
H 4.605 3.720 -5.520 0.06
H 5.016 2.109 -3.571 0.05
H 3.370 0.565 -2.975 0.08
N 2.128 2.558 2.597 0.06
C 2.439 3.227 1.416 -0.06
C 3.701 2.880 0.786 -0.07
C 4.230 1.653 1.059 -0.07
C 3.656 0.834 2.104 -0.06
C 2.657 1.388 2.886 -0.20
H 1.860 4.078 1.191 0.07
H 4.336 3.565 0.233 0.10
H 5.132 1.545 0.598 0.07
H 3.931 -0.124 2.276 0.03
H 2.161 0.719 3.804 0.17
N -0.760 -3.936 -2.976 0.05
C -2.010 -3.711 -2.553 -0.12
C -2.323 -3.930 -1.231 -0.11
C -1.342 -4.444 -0.400 -0.08
C -0.078 -4.685 -0.899 -0.03
C 0.152 -4.407 -2.278 -0.17
H -2.872 -3.211 -3.226 0.14
H -3.299 -3.629 -0.870 0.10
H -1.733 -4.617 0.649 0.13
H 0.462 -5.320 -0.379 0.03
H 0.859 -4.825 -2.873 0.09
C -1.854 4.795 -0.596 0.08
C -0.598 5.719 -0.811 0.03
C 0.484 5.049 -1.396 -0.34
C 0.513 3.752 -1.840 0.00
C -0.686 3.016 -1.741 -0.05
C -1.760 3.332 -1.059 -0.34
O -2.823 2.513 -0.960 0.08
O 1.612 5.829 -1.743 0.00
H -2.664 5.281 -0.125 0.07
H -0.756 6.771 -0.378 0.13
H 1.436 3.542 -2.334 0.10
H -0.724 1.972 -1.905 0.09
H -3.481 2.965 -0.608 0.03
H 1.748 6.739 -1.554 0.08
C -1.926 1.589 3.362 0.03
C -1.581 2.993 2.860 0.01
C -1.060 3.897 3.761 -0.37
C -0.957 3.560 5.164 -0.03
C -1.295 2.371 5.546 -0.06
C -1.658 1.332 4.703 -0.33
O -1.925 0.110 5.276 -0.05
O -0.650 5.086 3.340 0.02
H -2.545 1.038 2.711 0.06
H -1.502 3.227 1.729 0.11
H -0.620 4.211 5.903 0.10
H -1.129 2.098 6.581 0.13
H -1.513 -0.797 5.058 -0.01
H 0.045 5.496 3.927 0.14
C 2.170 -5.448 1.774 -0.04
C 1.887 -4.484 2.861 0.01
C 2.692 -3.263 3.021 -0.41
C 3.769 -3.129 2.150 -0.02
C 4.046 -4.030 1.020 0.00
C 3.234 -5.187 0.934 -0.40
O 3.781 -6.204 0.220 0.00
O 2.424 -2.393 3.956 -0.01
H 1.643 -6.481 1.816 0.14
H 1.088 -4.716 3.617 0.08
H 4.613 -2.374 2.376 0.13
H 4.895 -3.928 0.407 0.09
H 4.193 -6.025 -0.656 0.12
H 1.550 -2.726 4.391 -0.02
```

[4]
The following is a quantum chemistry calculation of a structure of composition C44H49IrN6OS2, from the Open Molecules 2025 dataset.

Its charge is +1. The HOMO energy (spin up / spin down) comes out at -0.3116 / -0.3668 Eh. As for the spin multiplicity: 2. Its frontier orbital gap (spin up / spin down) is 5.8 / 7.3 eV.

```
103
Properties=species:S:1:pos:R:3:lowdin_spin:R:1
Ir 0.589 -1.058 1.064 0.02
N 0.538 -2.039 5.084 0.00
C 1.381 -0.970 5.278 0.00
C 1.551 -0.388 4.063 0.00
N 0.821 -1.093 3.128 0.00
C 0.226 -2.071 3.777 0.00
C -0.677 -2.890 3.020 0.00
N -0.874 -2.569 1.750 0.01
C -1.869 -3.424 1.309 0.00
C -2.232 -4.258 2.314 0.00
N -1.461 -3.911 3.399 0.00
H 0.211 -2.663 5.801 0.00
H 1.772 -0.716 6.247 0.00
H 2.130 0.479 3.804 0.00
H -2.253 -3.389 0.310 0.00
H -2.959 -5.050 2.357 0.00
H -1.500 -4.343 4.306 0.00
C 2.121 1.756 -3.527 0.00
C 2.402 0.771 -2.383 0.00
C 3.858 0.925 -1.942 0.00
C 2.124 -0.676 -2.775 0.01
C 2.828 -1.156 -3.876 0.00
C 2.680 -2.453 -4.321 0.00
C 1.771 -3.273 -3.680 0.00
C 1.013 -2.835 -2.596 0.01
C -0.061 -3.810 -2.138 0.00
C 0.397 -4.633 -0.934 0.00
C -1.429 -3.142 -1.980 0.00
C 1.220 -1.532 -2.109 0.02
N 0.457 -0.952 -1.015 0.23
C -0.396 0.002 -1.394 0.14
C -0.978 0.833 -0.410 0.14
N -0.662 0.631 0.866 0.24
C -1.090 1.652 1.794 0.02
C -0.332 2.841 1.843 0.01
C -0.715 3.853 2.717 0.00
C -1.829 3.721 3.523 0.00
C -2.590 2.573 3.431 0.00
C -2.258 1.529 2.568 0.01
C -3.260 0.379 2.556 0.00
C -3.479 -0.327 1.220 0.00
C -2.904 -0.600 3.677 0.00
C 0.874 3.106 0.953 0.00
C 0.571 4.177 -0.101 0.00
C 2.100 3.523 1.771 0.00
C -1.935 1.747 -1.065 0.01
C -2.795 2.732 -0.658 0.01
C -3.615 3.361 -1.633 0.00
C -3.578 3.015 -2.958 0.02
C -2.694 1.996 -3.404 0.01
C -2.552 1.509 -4.732 0.02
C -1.665 0.500 -5.001 0.00
C -0.861 -0.098 -3.993 0.01
C -0.978 0.355 -2.706 0.01
C -1.896 1.400 -2.438 0.05
H 2.094 2.776 -3.139 0.00
H 1.166 1.557 -4.013 0.00
H 2.904 1.714 -4.287 0.00
H 1.753 1.047 -1.552 0.00
H 4.536 0.611 -2.737 0.00
H 4.064 0.313 -1.068 0.00
H 4.079 1.967 -1.698 0.00
H 3.519 -0.495 -4.385 0.00
H 3.242 -2.814 -5.173 0.00
H 1.605 -4.278 -4.051 0.00
H -0.176 -4.522 -2.957 0.00
H 0.428 -4.031 -0.029 0.00
H 1.399 -5.031 -1.103 0.00
H -0.279 -5.475 -0.760 0.00
H -1.477 -2.506 -1.100 0.00
H -2.216 -3.900 -1.919 0.00
H -1.653 -2.510 -2.838 0.00
H -0.138 4.769 2.752 0.00
H -2.119 4.519 4.195 0.00
H -3.496 2.485 4.021 0.00
H -4.220 0.828 2.821 0.00
H -2.656 -0.990 0.968 0.00
H -3.599 0.384 0.404 0.00
H -4.391 -0.926 1.278 0.00
H -1.881 -0.939 3.537 0.00
H -3.572 -1.467 3.673 0.00
H -2.968 -0.118 4.654 0.00
H 1.117 2.190 0.422 0.00
H 0.430 5.152 0.372 0.00
H -0.327 3.945 -0.672 0.00
H 1.406 4.264 -0.802 0.00
H 1.968 4.513 2.209 0.00
H 2.984 3.563 1.130 0.00
H 2.304 2.823 2.585 0.00
H -2.864 3.044 0.377 0.00
H -4.292 4.142 -1.309 0.00
H -4.224 3.516 -3.669 0.00
H -3.149 1.937 -5.529 0.00
H -1.567 0.139 -6.017 0.00
H -0.177 -0.891 -4.265 0.00
C 5.429 -0.090 1.306 0.00
O 4.654 -1.294 1.124 0.00
C 3.354 -1.198 1.043 0.00
S 2.398 -2.574 0.937 0.00
S 2.467 0.247 1.051 0.00
H 6.462 -0.403 1.208 0.00
H 5.244 0.313 2.301 0.00
H 5.178 0.649 0.548 0.00
```

Question: What is the formula in the second record?
Answer: C44H49BrCl2KN11O3STe